(1)
C17H56N8O11 | wB97M-V/def2-TZVPD

Geometry as XYZ:
```
92
Properties=species:S:1:pos:R:3:forces:R:3
N -5.049 0.906 3.149 0.48 -0.04 -0.71
C -4.553 1.187 1.898 -0.06 -1.06 0.15
N -5.216 2.150 1.221 0.30 -0.17 -0.31
O -3.626 0.525 1.427 -0.23 0.71 0.18
H -5.789 1.467 3.522 0.18 0.06 0.46
H -4.340 0.481 3.720 -0.37 -0.05 0.47
H -6.008 2.618 1.610 -0.03 0.25 -0.12
H -4.865 2.346 0.303 -0.27 0.14 -0.08
N 1.063 -1.891 3.270 0.83 0.21 -0.34
C 1.973 -1.432 4.175 -0.92 -0.10 1.69
N 3.251 -1.365 3.720 0.39 -0.12 -0.19
O 1.692 -1.145 5.345 0.14 -0.10 -0.86
H 1.478 -2.414 2.511 -0.53 -0.11 -0.23
H 0.141 -2.162 3.570 0.02 -0.03 0.17
H 3.957 -1.153 4.399 0.03 0.20 -0.10
H 3.472 -1.405 2.743 0.08 0.05 0.00
N 2.767 -4.075 -0.901 -0.72 0.93 0.87
C 2.383 -3.994 0.408 -0.43 -1.40 -1.38
N 2.905 -4.962 1.226 -0.17 0.87 0.05
O 1.485 -3.209 0.727 0.66 0.00 0.62
H 3.440 -4.717 -1.267 0.09 -0.05 -0.06
H 2.202 -3.449 -1.491 0.60 -0.41 -0.46
H 3.538 -5.632 0.842 0.12 -0.17 0.19
H 2.610 -5.010 2.184 0.07 -0.03 0.02
N -0.313 -0.904 0.623 0.28 -0.64 0.75
C -0.303 -0.016 -0.374 0.32 0.35 -1.69
N -1.381 0.790 -0.543 0.45 -1.25 1.21
O 0.672 0.015 -1.168 -0.64 -0.14 0.31
H -1.071 -1.091 1.260 -0.10 0.43 -0.10
H 0.526 -1.456 0.765 -0.27 0.08 -0.23
H -1.451 1.368 -1.367 -0.10 -0.07 -0.06
H -2.133 0.551 0.098 -0.36 0.83 -0.50
C 3.309 0.794 0.808 1.40 1.00 -0.34
C 3.887 0.521 -0.584 -2.03 -0.66 -0.28
C 3.985 -0.952 -0.870 0.85 -1.07 0.15
O 3.033 1.065 -1.598 0.11 0.45 -0.59
H 4.159 0.588 1.467 -0.40 -0.02 0.52
H 2.393 0.314 1.144 0.08 -0.47 -0.42
H 3.132 1.870 0.837 -0.03 -0.02 0.32
H 4.854 1.019 -0.674 -0.07 0.03 -0.05
H 3.036 -1.478 -0.745 -0.14 0.39 0.06
H 4.687 -1.464 -0.198 0.01 0.12 0.02
H 4.331 -1.154 -1.886 -0.01 0.14 -0.03
H 2.147 0.624 -1.577 0.61 0.37 0.54
C -1.727 5.901 1.172 -0.05 0.40 -0.04
C -2.666 5.157 0.249 0.27 -0.30 -1.30
C -2.311 3.678 0.169 -0.79 -0.04 0.90
O -4.010 5.404 0.617 -0.31 0.21 0.94
H -1.668 5.445 2.162 0.02 -0.14 -0.06
H -2.017 6.944 1.311 -0.22 -0.06 -0.08
H -0.738 5.935 0.712 0.07 -0.20 0.13
H -2.562 5.534 -0.782 0.28 0.26 0.16
H -2.493 3.212 1.143 0.34 0.05 0.10
H -1.275 3.527 -0.114 -0.03 -0.06 -0.14
H -2.981 3.123 -0.496 0.25 0.21 -0.41
H -4.628 4.861 0.127 0.20 -0.13 -0.23
C -1.137 -2.289 -3.289 -0.65 -0.55 0.87
C -0.177 -3.104 -2.418 0.68 1.04 -0.87
C -0.163 -4.569 -2.810 0.29 -0.34 -0.01
O 1.130 -2.523 -2.712 0.37 -0.70 0.43
H -0.688 -2.198 -4.274 -0.10 0.08 -0.08
H -1.329 -1.313 -2.843 0.22 0.15 -0.18
H -2.106 -2.796 -3.353 0.04 0.07 -0.16
H -0.300 -2.971 -1.343 -0.56 -0.12 0.00
H -1.166 -4.951 -3.001 -0.09 0.11 0.19
H 0.301 -5.196 -2.047 -0.02 0.06 0.06
H 0.399 -4.741 -3.731 0.03 0.29 -0.03
H 1.209 -1.682 -2.231 -0.35 0.08 0.00
C 0.503 2.312 2.223 0.09 -0.09 -0.55
O 1.605 3.181 2.395 0.32 0.14 0.61
H -0.386 2.609 2.791 0.03 0.17 -0.10
H 0.293 2.263 1.151 -0.42 -0.26 0.13
H 0.786 1.315 2.560 0.11 0.08 0.03
H 1.488 3.970 1.864 -0.15 -0.01 -0.03
C 1.925 0.291 -4.790 0.08 0.04 -0.11
O 3.297 0.258 -4.442 -0.21 0.00 0.14
H 1.787 -0.234 -5.736 0.09 -0.08 0.04
H 1.302 -0.192 -4.033 -0.07 0.02 -0.04
H 1.577 1.319 -4.941 -0.04 0.05 0.06
H 3.340 0.559 -3.518 0.19 0.04 0.01
C -0.648 3.052 -3.765 1.19 0.12 -0.28
O -1.620 2.356 -3.020 -0.41 0.12 0.25
H -0.650 2.743 -4.814 -0.06 0.11 0.02
H -0.665 4.146 -3.695 -0.64 -0.05 0.02
H 0.332 2.797 -3.357 -0.16 -0.31 0.03
H -2.485 2.467 -3.425 0.05 0.04 -0.05
C -2.672 -3.655 3.197 0.57 0.42 0.43
O -1.723 -2.724 3.735 0.14 0.05 -0.14
H -2.522 -4.646 3.631 -0.03 0.02 -0.06
H -3.686 -3.320 3.407 -0.13 -0.05 -0.29
H -2.442 -3.672 2.133 -0.40 -0.19 -0.03
H -2.045 -2.250 4.504 -0.23 -0.21 0.10
```
Positions in Å, forces in eV/Å.

Properties
* charge: 0
* spin multiplicity: 1
* SMILES: NC(N)=O.NC(N)=O.NC(N)=O.NC(N)=O.CC(C)O.CC(C)O.CC(C)O.CO.CO.CO.CO
* energy relative to the best compared isomer or geometry (same formula, charge and spin): 0.00 kcal/mol
* calculated total energy: -52983.6987 eV
* LUMO energy: 0.024 eV

(2)
C10H40N20O14S | wB97M-V/def2-TZVPD

Geometry as XYZ:
```
85
Properties=species:S:1:pos:R:3:forces:R:3
S 0.225 0.220 0.132 -0.30 -0.79 0.19
O 1.219 -0.823 0.540 -0.52 0.03 -0.22
O 0.770 1.536 0.462 0.17 0.40 0.03
O -0.026 0.126 -1.327 0.20 0.02 -0.26
O -1.060 -0.011 0.821 0.35 -0.06 0.01
C 2.586 2.164 3.895 -0.08 1.37 0.25
O 3.308 2.841 4.623 0.24 -0.51 0.03
N 1.426 1.597 4.348 0.18 -0.63 -0.51
N 2.793 2.033 2.557 -0.34 -0.61 -0.15
H 0.741 1.290 3.678 -0.17 -0.08 0.23
H 1.168 1.676 5.311 0.05 0.26 0.01
H 3.625 2.367 2.109 0.14 0.09 0.32
H 2.151 1.493 1.993 0.11 0.16 -0.14
C 1.818 -0.991 -4.646 0.58 -2.19 0.57
O 2.784 -1.365 -5.306 -0.32 0.89 -0.50
N 0.554 -0.766 -5.135 0.65 0.90 0.69
N 1.867 -1.045 -3.277 -0.51 0.69 -0.17
H 0.382 -0.886 -6.111 -0.13 -0.19 0.01
H -0.157 -0.851 -4.428 -0.59 -0.20 -0.60
H 2.743 -1.262 -2.840 0.07 0.04 -0.09
H 1.120 -0.658 -2.710 0.37 -0.16 0.09
C -2.953 -1.732 -3.076 0.60 -1.44 0.85
O -2.232 -2.315 -3.884 -0.11 0.74 -0.55
N -2.454 -1.140 -1.961 -0.58 0.12 0.08
N -4.316 -1.886 -3.096 0.22 0.24 0.03
H -1.544 -0.702 -1.905 0.20 -0.18 -0.19
H -3.082 -0.864 -1.228 -0.05 0.09 -0.02
H -4.889 -1.352 -2.470 -0.20 0.04 -0.23
H -4.701 -2.347 -3.896 -0.13 0.05 0.02
C 4.890 -0.213 0.750 0.69 0.39 0.28
O 6.019 0.248 0.619 -0.25 0.05 -0.20
N 4.559 -0.969 1.848 -0.51 -0.36 -0.33
N 3.857 -0.043 -0.116 -0.22 -0.55 0.21
H 5.239 -1.123 2.565 0.07 0.15 0.00
H 3.584 -1.122 2.039 0.10 -0.08 0.25
H 2.989 -0.542 0.082 0.10 0.62 -0.32
H 3.875 0.668 -0.823 0.22 -0.03 -0.04
C -1.333 3.215 3.030 -0.18 -0.39 -0.36
O -1.812 3.967 3.868 -0.11 0.03 0.10
N -0.290 3.551 2.226 0.05 0.24 0.01
N -1.795 1.943 2.794 0.07 0.04 0.32
H 0.064 2.915 1.525 -0.01 0.09 -0.02
H 0.019 4.504 2.251 0.08 -0.01 0.08
H -2.604 1.620 3.293 0.03 0.14 0.10
H -1.402 1.331 2.088 -0.09 0.16 0.00
C -3.198 2.473 -2.669 -0.43 1.13 0.20
O -4.321 2.746 -3.090 0.02 -0.62 0.03
N -2.972 1.777 -1.525 0.15 0.05 -0.08
N -2.089 3.000 -3.259 0.09 -0.33 0.05
H -2.038 1.570 -1.210 -0.10 -0.12 0.12
H -3.766 1.460 -1.006 -0.01 0.10 0.07
H -1.157 2.819 -2.918 0.07 0.03 -0.25
H -2.248 3.406 -4.160 0.19 0.08 -0.02
C 0.471 -2.771 3.512 0.06 0.34 -0.01
O 0.704 -3.424 4.517 -0.26 -0.03 0.13
N -0.439 -3.152 2.552 0.15 0.23 0.39
N 1.018 -1.529 3.270 0.08 -0.61 -0.01
H -0.838 -4.061 2.701 0.13 -0.16 -0.38
H -0.281 -2.800 1.619 -0.32 -0.23 -0.05
H 1.713 -1.279 3.954 0.14 0.14 -0.17
H 1.174 -1.307 2.282 -0.09 0.44 0.37
C 0.735 -4.266 -1.052 -0.51 0.42 0.18
O 0.764 -5.471 -1.245 0.20 -0.14 -0.15
N 1.552 -3.628 -0.151 0.17 -0.49 -0.06
N -0.129 -3.411 -1.674 0.11 0.10 0.28
H 1.434 -2.660 0.120 0.14 -0.05 -0.22
H 2.197 -4.229 0.328 0.02 0.12 0.13
H -0.206 -2.475 -1.313 -0.08 0.07 -0.26
H -0.853 -3.739 -2.286 0.06 -0.08 -0.05
C 1.809 3.283 -2.722 0.54 -0.46 0.35
O 2.464 3.847 -3.583 -0.31 0.61 -0.09
N 1.008 2.210 -3.007 -0.56 0.13 -0.44
N 1.818 3.617 -1.395 -0.10 -0.08 0.20
H 0.817 2.082 -3.986 0.37 -0.37 -0.02
H 0.713 1.488 -2.354 0.05 0.30 0.08
H 1.534 2.920 -0.718 -0.18 0.13 0.06
H 2.383 4.382 -1.079 0.26 -0.09 -0.21
C -4.195 -1.219 2.645 -0.63 0.21 0.22
O -5.393 -1.310 2.908 0.14 -0.11 0.02
N -3.746 -0.548 1.552 0.64 0.01 -0.35
N -3.224 -1.748 3.440 0.07 0.18 -0.24
H -2.759 -0.350 1.385 -0.33 -0.19 -0.06
H -4.424 -0.210 0.898 -0.19 0.04 0.19
H -2.259 -1.747 3.149 0.07 -0.11 0.18
H -3.491 -2.043 4.359 0.05 -0.12 -0.02
```
Positions in Å, forces in eV/Å.

Properties
* charge: -2
* spin multiplicity: 1
* energy relative to the best compared isomer or geometry (same formula, charge and spin): 0.00 kcal/mol
* calculated total energy: -80339.2892 eV
* LUMO energy: 3.981 eV

Question: The highest charge belongs to which entry?
Answer: C17H56N8O11